Run P
# C2H4OS2

A 2-piece molecular cluster, C2H4OS2 overall (ωB97M-V/def2-TZVPD, OMol25).

Geometry (Å):
1 S -0.610 0.745 -0.448
2 H -0.228 -0.541 3.399
3 H -1.050 0.959 -3.071
4 C 0.347 -0.787 2.554
5 H 1.417 -1.446 0.598
6 S -0.536 1.972 -2.310
7 H 0.742 0.623 -0.493
8 O -0.954 1.546 0.670
9 C 0.820 -1.163 1.507

As for the LUMO energy: 0.0831 eV. The calculation puts the HOMO energy at -9.498 eV.

Results of the Mulliken charge analysis, in e, for atoms 1 through 4: 0.330 0.403 0.168 -0.147

***

Run Q
# C2H4OS2

C2H4OS2 as an isolated structure (ωB97M-V/def2-TZVPD, OMol25).

Geometry (Å):
1 S 1.516 0.374 -0.089
2 C 0.353 -0.809 -0.920
3 H 0.397 -0.626 -2.020
4 H 0.542 -1.897 -0.659
5 O -1.427 -1.063 0.889
6 H -0.005 0.962 1.806
7 C -0.010 1.043 0.720
8 S -1.124 -0.073 -0.174
9 H -0.242 2.091 0.446

As for the LUMO energy: 0.3055 eV. The calculation puts the HOMO energy at -9.199 eV.

Results of the Mulliken charge analysis, in e, for atoms 1 through 4: -0.126 -0.491 0.308 0.327

***

Q: Which of them is the most stable? A: run Q.

***

Run P
# C6H14N3

C6H14N3 as an isolated structure (ωB97M-V/def2-TZVPD, OMol25).

Geometry (Å):
1 H 0.563 -2.096 2.708
2 C -1.885 -0.427 -0.694
3 H 1.100 0.980 -0.427
4 H -1.853 2.760 -2.259
5 H -0.298 -0.646 2.119
6 C 0.070 1.061 -0.603
7 N -0.308 2.286 -0.797
8 H 3.288 -3.474 -0.179
9 H 0.440 3.012 -0.918
10 H -2.685 0.204 -1.117
11 N -0.516 -0.037 -0.625
12 H -2.018 3.783 -0.858
13 H 3.823 -1.729 -0.102
14 C 1.048 -1.390 0.831
15 H -2.007 -1.456 -1.189
16 C 3.183 -2.455 0.177
17 H 1.423 -0.420 2.747
18 H -2.267 -0.732 0.365
19 H 0.276 -0.917 0.010
20 H -2.390 2.044 -0.666
21 C -1.695 2.742 -1.124
22 N 2.067 -1.941 0.402
23 C 0.643 -1.151 2.200

As for the LUMO energy (alpha / beta): -3.3763 / -3.3759 eV. As for the charge: +1. The calculation puts the HOMO energy (alpha / beta) at -12.563 / -12.563 eV.

Results of the Mulliken charge analysis, in e, for atoms 1 through 4: 0.364 -0.905 0.470 0.295

***

Run Q
# C6H14N3

A 2-piece molecular cluster, C6H14N3 overall (ωB97M-V/def2-TZVPD, OMol25).

Geometry (Å):
1 H 0.752 -0.877 -3.871
2 C 0.398 0.534 2.510
3 C 1.365 2.044 -0.481
4 C 0.521 1.479 0.319
5 N 0.607 -0.929 -1.776
6 H 0.291 -2.385 -3.208
7 H -0.604 -0.674 4.013
8 H 1.930 2.948 -0.052
9 H 1.259 -0.066 2.581
10 H -1.816 -1.108 -1.467
11 H 1.278 1.958 -1.479
12 H 1.600 -1.135 -1.716
13 C -1.277 -1.420 -0.619
14 N 0.055 -0.900 -0.566
15 H -1.458 0.805 3.482
16 H -0.918 1.781 1.575
17 C 0.129 -1.293 -3.074
18 H -0.031 0.863 4.489
19 N -0.035 1.269 1.459
20 C -0.506 0.446 3.626
21 H -1.426 -2.467 -0.602
22 H -1.684 -1.026 0.387
23 H -0.852 -1.049 -3.146

As for the LUMO energy (alpha / beta): -4.7818 / -3.6184 eV. As for the charge: +1. The calculation puts the HOMO energy (alpha / beta) at -10.856 / -11.940 eV.

Results of the Mulliken charge analysis, in e, for atoms 1 through 4: 0.298 0.153 -0.838 0.466

***

Q: Which of them is the most stable? A: run P.

***

Run P
# C5H19NO6

A 5-piece molecular cluster, C5H19NO6 overall (ωB97M-V/def2-TZVPD, OMol25).

Geometry (Å):
1 O -0.173 -1.392 -1.414
2 H 1.465 2.284 0.658
3 H -4.257 -1.256 1.747
4 H -2.825 -1.544 1.202
5 H -0.254 0.010 -2.876
6 O 3.369 -0.793 -0.617
7 C -0.185 0.967 1.052
8 H -0.830 2.548 -0.277
9 H -0.541 -2.512 1.396
10 H -1.774 0.286 2.305
11 H 3.519 -0.169 0.121
12 O -1.349 -2.402 0.855
13 H -1.015 -2.383 -0.118
14 C -0.576 1.510 -0.336
15 H 3.665 -1.598 -0.439
16 O 2.324 -0.098 -3.451
17 H 0.808 2.274 2.506
18 N -1.318 1.195 2.095
19 O 2.130 0.999 1.886
20 O -3.595 -0.940 1.138
21 H 2.289 -0.855 -2.728
22 H -2.225 1.024 -1.622
23 H -2.039 1.754 1.629
24 H 0.330 1.680 -0.877
25 H 0.055 -0.074 1.010
26 C 0.973 1.804 1.528
27 H 1.851 0.213 2.294
28 H 3.180 0.279 -3.397
29 C -0.644 -0.353 -1.865
30 H -2.175 0.050 -0.355
31 C -1.515 0.538 -1.051

As for the LUMO energy: 0.3854 eV. Its SMILES is N[C@H](CO)CCC=O.O.O.O.O. The calculation puts the HOMO energy at -9.496 eV.

Results of the Mulliken charge analysis, in e, for atoms 1 through 4: -0.564 0.210 0.320 0.361

***

Run Q
# C5H19NO6

A 7-piece molecular cluster, C5H19NO6 overall (ωB97M-V/def2-TZVPD, OMol25).

Geometry (Å):
1 O -0.224 -1.349 3.607
2 H 2.685 -1.073 2.506
3 H -2.167 0.553 -2.744
4 O -3.781 1.055 -0.021
5 O 3.663 0.830 0.308
6 O 2.430 -0.495 -1.706
7 O -0.370 1.033 2.089
8 C -0.048 1.735 -1.625
9 H -3.150 1.291 0.681
10 C -0.287 -0.556 -0.433
11 C -2.171 -1.245 -1.521
12 H 2.909 -1.077 -2.320
13 C -0.635 0.405 -1.350
14 H -3.164 1.027 -0.773
15 H 0.645 -0.725 0.077
16 H -1.257 -2.433 0.099
17 N -1.731 -0.035 -2.055
18 H 1.706 -0.205 -2.282
19 H 2.937 0.292 0.651
20 C -1.316 -1.553 -0.523
21 H -3.093 -1.601 -1.948
22 H 0.991 1.806 -1.298
23 H 0.177 0.768 1.334
24 H -0.523 2.577 -1.088
25 H -0.181 -0.470 3.193
26 O 1.915 -1.131 1.939
27 H 3.722 0.436 -0.588
28 H -1.099 -1.650 3.331
29 H 1.346 -1.787 2.363
30 H -0.175 2.156 -2.626
31 H 0.244 1.422 2.724

As for the LUMO energy: 0.3353 eV. Its SMILES is Cc1ccc[nH]1.O.O.O.O.O.O. The calculation puts the HOMO energy at -8.511 eV.

Results of the Mulliken charge analysis, in e, for atoms 1 through 4: -0.683 0.260 0.198 -0.662

***

Q: Which of them is the most stable? A: run Q.